#1
16
Properties=species:S:1:pos:R:3 method="wB97M-V/def2-TZVPD" orbital_gap_ev=9.5 e_lumo_ev=0.087
C 0.63686 3.20067 -0.08149
C 1.23336 -1.68890 0.40388
C -0.35888 -2.56240 -1.21796
C -0.04520 -1.71761 -0.00700
O 1.38644 4.09328 -0.07060
O -1.04299 1.53138 0.79701
O -1.30854 4.05654 1.15980
S -0.43299 2.89487 1.40049
H 0.48162 2.50075 -0.83688
H -1.66667 1.06864 1.25327
H 1.74690 -1.35869 1.29725
H 1.91644 -2.28637 -0.21523
H 0.47850 -3.12121 -1.63915
H -1.04851 -2.03440 -1.87565
H -1.05620 -3.43491 -0.62444
H -0.92014 -1.14165 0.25671


#2
16
Properties=species:S:1:pos:R:3 method="wB97M-V/def2-TZVPD" orbital_gap_ev=10.2 e_lumo_ev=-0.421
C -0.41264 -0.97669 0.81555
C -0.62307 0.15422 0.05211
C -0.30029 1.52073 0.49889
C -1.16655 -0.07438 -1.30234
O 2.10616 0.20208 1.40171
O 2.02068 -1.98297 0.31142
O 1.54505 0.00390 -0.93036
S 1.66867 -0.61884 0.30049
H 0.06229 -1.15125 1.81069
H -0.62520 -2.02690 0.39232
H 0.07104 1.63361 1.52566
H -1.05955 2.13412 0.36389
H 0.57753 1.68858 -0.25762
H -0.65778 0.51262 -2.12637
H -2.30997 0.04527 -1.35680
H -0.89637 -1.06410 -1.49924


#3
16
Properties=species:S:1:pos:R:3 method="wB97M-V/def2-TZVPD" orbital_gap_ev=11.0 e_lumo_ev=0.650 smiles="O=S1(=O)CC[C@H](O)C1"
O 1.84341 1.44262 0.05381
S 0.67094 0.66546 -0.20863
O 0.07667 0.69273 -1.44859
C 1.15369 -1.03460 -0.00136
C -0.06584 -1.65156 0.78628
C -1.39184 -0.72640 0.59188
O -2.23793 -0.69346 -0.48020
C -0.69215 0.69763 0.86766
H 1.63377 -1.50508 -0.79681
H 2.06742 -0.97847 0.64656
H 0.15049 -1.62719 1.91347
H -0.36985 -2.74561 0.55331
H -2.11919 -0.97229 1.39344
H -1.69170 -0.54468 -1.34837
H -1.48531 1.40216 0.51755
H -0.40102 1.07826 1.99201


Energy comparison, zero being the most stable, in eV: #1 1.374; #2 0.721; #3 0.000.